(1)
Molecular formula: C16H24F6NO7PS3Ti
Method: DFT, ωB97M-V with the def2-TZVPD basis set

As for the lowest unoccupied orbital energy (alpha / beta): 0.842 / 0.825 eV. Its total charge is -1. The HOMO-LUMO gap (alpha / beta) comes out at 5.0 / 5.1 eV. The multiplicity is 2. As for the HOMO energy (alpha / beta): -0.1543 / -0.1558 Ha.

```
59
Properties=species:S:1:pos:R:3:forces:R:3
Ti -0.0651 1.0906 -0.2940 -1.254 -3.144 -0.097
C -1.1705 -0.1186 2.6977 0.396 0.683 -0.162
C -1.0225 -1.4493 2.3303 0.228 -0.320 -0.002
C 0.2748 -1.6276 1.8151 0.136 0.443 0.000
C 0.9445 -0.3667 1.8339 0.424 -0.727 -0.694
C 0.0437 0.5791 2.3984 -0.830 0.558 -0.119
C 0.3801 1.8912 3.0622 0.028 -0.106 0.174
C 2.4452 -0.2386 1.7198 -0.120 -0.060 0.313
C 0.8718 -2.9564 1.4719 -0.145 -0.006 0.015
C -2.0773 -2.5133 2.4311 0.093 0.098 -0.063
C -2.3448 0.4842 3.4053 0.047 -0.070 0.056
H -0.1721 2.7421 2.6546 -0.025 0.051 0.039
H 1.4419 2.1180 2.9794 0.030 0.010 0.034
H 0.1387 1.8355 4.1296 0.062 0.062 -0.002
H 2.9297 -0.5764 2.6451 0.048 0.028 -0.022
H 2.7652 0.7873 1.5454 0.050 0.051 0.005
H 2.8444 -0.8443 0.9065 0.022 0.001 0.000
H 0.9798 -3.5651 2.3774 0.013 -0.028 -0.024
H 1.8539 -2.8559 1.0165 0.041 -0.016 0.021
H 0.2342 -3.5116 0.7781 0.062 -0.026 -0.018
H -2.6983 -2.3734 3.3185 -0.017 -0.015 0.002
H -1.6302 -3.5086 2.4897 -0.022 0.021 0.007
H -2.7368 -2.4957 1.5572 -0.007 -0.026 0.016
H -2.2783 0.3060 4.4862 -0.014 0.037 -0.004
H -3.2853 0.0529 3.0639 -0.014 0.017 0.050
H -2.3952 1.5641 3.2567 -0.027 -0.027 -0.001
F -4.0813 0.8022 0.9442 0.110 -0.013 -0.013
C -3.2301 1.1727 0.0004 0.425 0.036 0.421
F -3.7850 2.1466 -0.6931 -0.082 0.029 -0.036
F -2.1161 1.7381 0.6644 -0.735 -0.184 -0.705
S -2.6573 -0.3036 -1.0744 -0.261 0.389 0.986
O -1.3129 -0.5151 -0.4070 -1.002 0.013 -0.571
O -3.6028 -1.3234 -0.7162 0.276 -0.091 -0.329
N -2.6575 0.1748 -2.5041 0.582 0.654 -0.222
S -1.8513 1.7805 -2.8228 0.007 -0.635 -0.190
O -1.6116 1.7501 -4.2521 0.009 -0.196 0.370
O -0.4374 1.3725 -2.0781 -0.672 0.802 -0.265
C -0.7584 4.2739 -2.0894 0.268 0.165 0.337
F -1.1492 5.5874 -1.9016 -0.099 -0.166 -0.079
F 0.6548 4.4081 -1.9340 -0.293 -0.142 -0.017
F -1.1037 3.7253 -0.7373 0.318 0.069 -0.071
S 2.1889 3.5878 0.5642 -0.023 0.056 -0.087
C 1.2595 2.4497 0.1975 1.536 1.629 0.726
C 0.1707 -0.9358 -4.0859 0.092 -0.151 0.153
O 1.3604 -0.7113 -3.2995 -0.336 0.296 -0.300
P 1.4143 -0.6241 -1.7037 0.774 0.017 0.229
O 3.0293 -0.4587 -1.6223 0.054 0.131 0.131
C 3.5999 0.8158 -1.9438 -0.099 -0.271 -0.149
O 1.2625 -2.1433 -1.2596 -0.075 -0.047 -0.007
C 1.9298 -3.1949 -1.9638 -0.020 -0.007 0.027
H 0.5209 -1.3053 -5.0469 0.016 -0.040 -0.018
H -0.3877 -0.0188 -4.2262 0.030 0.066 0.006
H -0.4683 -1.6855 -3.6167 -0.008 0.015 0.032
H 3.2902 1.5741 -1.2306 -0.028 0.049 0.089
H 3.3071 1.1265 -2.9474 0.001 0.001 -0.018
H 4.6785 0.6945 -1.9016 0.041 0.002 0.022
H 1.4179 -3.4060 -2.9025 -0.012 0.011 -0.001
H 1.8868 -4.0709 -1.3197 -0.004 0.018 0.007
H 2.9674 -2.9332 -2.1671 0.004 0.009 0.018
```
Forces are in eV/Å.

***

(2)
Molecular formula: C16H24FeN5O3
Method: DFT, ωB97M-V with the def2-TZVPD basis set

As for the lowest unoccupied orbital energy (alpha / beta): 2.320 / 2.319 eV. Its total charge is -1. The HOMO-LUMO gap (alpha / beta) comes out at 6.3 / 6.2 eV. The multiplicity is 5. As for the HOMO energy (alpha / beta): -0.1447 / -0.1443 Ha.

```
49
Properties=species:S:1:pos:R:3:forces:R:3
Fe 0.8388 -0.1274 1.1418 0.364 -1.525 0.894
N 2.3033 1.1015 2.7399 -0.421 0.019 -0.472
C 2.7992 0.1561 3.7411 0.396 -0.391 0.081
C 3.0902 -1.2328 3.1145 -0.280 0.246 0.053
O 4.0044 -1.9194 3.5898 0.247 0.015 0.260
N 2.2754 -1.5305 2.1226 -0.778 0.995 -0.589
C 2.5180 -2.7340 1.3701 -0.017 -0.014 -0.501
C 2.1820 -2.5258 -0.1428 0.522 -0.631 1.012
O 2.4933 -3.4042 -0.9381 0.072 -0.235 -0.211
O 1.5907 -1.4412 -0.4392 -0.993 1.700 -0.013
H 3.0236 1.2626 2.0391 -0.036 0.058 0.153
H 2.0865 1.9956 3.1696 -0.061 -0.058 -0.161
H 2.0304 0.0175 4.5051 0.017 0.079 -0.013
H 3.7168 0.5139 4.2325 -0.179 -0.201 -0.091
H 1.8659 -3.5493 1.7137 0.137 -0.017 -0.022
H 3.5596 -3.0726 1.4741 -0.289 0.028 -0.105
C -1.9423 -0.8529 -0.7235 0.025 0.129 0.300
C -2.1922 -0.8942 0.7494 -0.113 -0.131 -0.330
C -3.3364 -1.2530 1.4245 -0.045 -0.093 -0.197
C -3.0708 -1.0420 2.7945 0.026 0.095 0.200
C -1.7828 -0.5608 2.8706 -0.022 0.138 0.431
C -1.0135 -0.1341 4.0782 -0.018 -0.198 -0.195
N -1.2377 -0.4760 1.6275 1.154 0.392 -0.401
H -2.5524 -1.5939 -1.2397 0.044 -0.001 -0.110
H -0.8855 -1.0460 -0.9188 0.028 -0.132 -0.191
H -2.1916 0.1407 -1.1107 -0.002 0.032 -0.142
H -4.2491 -1.6282 0.9923 -0.081 -0.040 -0.110
H -3.7386 -1.2247 3.6197 -0.041 0.018 0.138
H -1.6825 -0.0661 4.9345 0.050 0.055 0.099
H -0.5468 0.8376 3.9028 0.019 0.089 0.116
H -0.2201 -0.8468 4.3061 0.115 -0.036 0.106
N 0.7696 1.7310 -0.1304 -0.018 -0.238 -0.399
C 0.5609 1.7916 -1.2714 0.205 -0.018 0.818
N 0.3901 1.8397 -2.5623 -0.019 0.069 -0.100
C 0.6432 0.6412 -3.3577 0.511 -0.672 -0.435
C -0.3555 0.5406 -4.5110 -0.166 0.096 0.144
C -1.7574 0.9032 -4.0296 0.003 -0.044 -0.099
C -1.8178 2.3483 -3.5001 0.105 -0.016 0.058
C -0.4105 2.8719 -3.1780 -0.622 0.530 -0.178
H 0.5772 -0.2307 -2.7026 0.031 0.013 -0.015
H 1.6659 0.6772 -3.7543 -0.096 -0.037 0.120
H -0.3435 -0.4808 -4.8921 0.091 0.024 -0.006
H -0.0651 1.2001 -5.3322 0.069 -0.026 -0.047
H -2.0245 0.2052 -3.2370 -0.090 0.003 -0.003
H -2.4782 0.7749 -4.8396 0.001 -0.064 0.068
H -2.4327 2.3827 -2.5980 0.009 0.039 -0.028
H -2.2787 3.0110 -4.2365 0.017 0.035 0.034
H -0.4662 3.7326 -2.5067 0.106 -0.086 -0.113
H 0.0874 3.1906 -4.1016 0.026 0.003 0.194
```
Forces are in eV/Å.

***

(3)
Molecular formula: C16H24HgN2O
Method: DFT, ωB97M-V with the def2-TZVPD basis set

As for the lowest unoccupied orbital energy (alpha / beta): -0.662 / -1.263 eV. Its total charge is 0. The HOMO-LUMO gap (alpha / beta) comes out at 7.4 / 5.8 eV. As for the HOMO energy (alpha / beta): -0.2954 / -0.2583 Ha.

```
44
Properties=species:S:1:pos:R:3:forces:R:3
C -3.0386 -1.0327 0.8603 -1.884 -0.971 -1.771
C -3.4839 1.3457 -1.4514 -1.281 -0.354 -0.603
H -2.8689 -1.8195 0.0715 -0.345 0.799 1.179
H -4.0405 -0.6123 0.5190 0.167 -1.321 1.475
H -2.9097 -1.3795 1.9219 -0.246 0.658 -1.285
H -2.9821 1.6682 -2.3742 0.081 -0.187 0.639
H -3.9335 0.3457 -1.5108 -0.171 0.431 -0.642
H -4.2147 2.0693 -1.0833 0.208 -0.050 -0.166
C -0.5135 -2.5139 -0.2521 0.934 -0.041 -0.370
C 0.3755 -3.5925 -0.2416 -1.113 0.106 0.374
C 1.6359 -3.4024 -0.7454 1.081 0.518 -0.551
C 1.9857 -2.1401 -1.2429 -1.466 0.417 0.418
H -1.4863 -2.6411 0.1853 0.085 -0.048 -0.045
H 0.0077 -4.5370 0.1743 0.423 0.309 -0.202
H 2.3754 -4.2034 -0.7608 -0.207 0.157 0.036
H 2.9647 -1.9194 -1.6209 0.269 -0.250 0.034
N -0.2234 -1.3085 -0.7565 -0.006 -0.384 0.095
C 1.0064 -1.1010 -1.2310 0.728 -1.298 0.079
C 1.3493 0.2551 -1.7356 0.222 1.117 -0.537
N 0.4791 1.2503 -1.4785 0.211 -0.653 0.034
C 0.7513 2.4727 -1.9024 1.266 0.224 -0.793
C 2.8263 1.7776 -2.8990 -0.080 0.885 -0.186
C 1.9194 2.8109 -2.6334 -0.778 -1.332 0.783
H 0.0315 3.2403 -1.6516 0.051 0.000 -0.083
H 2.0575 3.8244 -2.9444 0.235 0.348 -0.182
C 2.5379 0.5044 -2.4609 -0.587 -1.058 0.585
H 3.1984 -0.3462 -2.6601 -0.128 0.643 -0.081
H 3.7505 1.9755 -3.4482 -0.324 -0.070 0.154
Hg -2.2978 0.7931 0.1868 3.932 0.874 2.219
C -1.5864 2.8492 0.2855 -0.323 0.416 -0.538
H -1.6687 3.2687 -0.7201 -0.046 0.138 0.265
H -0.5508 2.8928 0.6219 -0.097 -0.383 0.043
H -2.2206 3.4342 0.9643 0.001 -0.321 -0.120
C 1.5874 0.6036 2.6991 0.004 0.299 -0.018
C 0.5101 -0.4181 2.3715 0.060 -0.876 -0.852
C 0.2759 -1.3733 3.5443 -0.159 0.011 0.096
O -0.6597 0.2395 2.0094 -0.555 0.802 0.435
H 1.2008 1.2831 3.4681 0.173 -0.063 -0.080
H 1.8206 1.1853 1.8035 0.036 0.020 0.115
H 2.4979 0.1143 3.0670 -0.148 0.111 -0.071
H 0.8877 -1.0403 1.5247 -0.145 0.302 0.260
H -0.2009 -0.8270 4.3665 0.030 -0.110 -0.093
H -0.3722 -2.2029 3.2461 -0.005 0.127 0.055
H 1.2191 -1.7929 3.9142 -0.102 0.060 -0.106
```
Forces are in eV/Å.

***

(4)
Molecular formula: C16H24I2N5O2PtS2
Method: DFT, ωB97M-V with the def2-TZVPD basis set

As for the lowest unoccupied orbital energy (alpha / beta): -12.153 / -12.153 eV. Its total charge is +3. The HOMO-LUMO gap (alpha / beta) comes out at 4.4 / 4.4 eV. As for the HOMO energy (alpha / beta): -0.6084 / -0.6084 Ha.

```
52
Properties=species:S:1:pos:R:3:forces:R:3
Pt 0.3940 -0.1229 1.1944 0.040 -0.040 0.029
I -0.8535 -1.9443 2.6254 0.003 0.020 0.001
C -2.5904 -0.7100 2.5073 0.002 -0.022 -0.013
I -2.0433 0.7462 1.0447 -0.055 0.014 -0.007
H -2.7716 -0.2112 3.4527 0.007 0.002 -0.001
H -3.4431 -1.2806 2.1565 -0.004 0.003 0.003
N 1.9430 -4.6063 -4.1628 -0.001 0.001 0.007
C 2.0775 -4.0621 -2.9591 0.003 -0.001 -0.009
C 3.3293 -3.5235 -2.5471 -0.003 0.003 0.000
C 3.4837 -3.0145 -1.2962 0.005 0.002 -0.006
C 2.3837 -2.9993 -0.4017 -0.006 -0.003 0.016
C 1.1235 -3.5027 -0.8084 -0.001 0.000 -0.006
C 0.9728 -4.0133 -2.0602 -0.005 0.002 0.008
S 2.6606 -2.6927 1.2150 -0.005 -0.030 -0.007
O 4.0498 -2.7390 1.5487 -0.002 -0.009 -0.006
O 1.6519 -3.2054 2.0828 0.002 0.001 -0.007
N 2.3114 -0.8450 1.5493 -0.042 0.056 -0.015
C 3.1631 -0.1401 2.1666 0.031 0.001 -0.025
S 4.8030 -0.7240 2.8057 -0.023 -0.004 0.031
C 5.0115 0.7311 3.4891 0.024 0.029 -0.047
C 3.9020 1.6644 3.2303 -0.009 -0.015 0.036
N 2.9458 1.1927 2.5259 0.001 0.001 0.015
H 2.7277 -4.6935 -4.7894 0.000 0.001 0.000
H 1.0816 -5.0431 -4.4498 0.000 0.000 -0.001
H 4.1720 -3.5613 -3.2248 0.000 0.000 0.001
H 4.4539 -2.6626 -0.9730 -0.001 0.000 0.001
H 0.2978 -3.5300 -0.1101 -0.001 0.000 0.000
H 0.0231 -4.4333 -2.3650 0.000 0.000 -0.001
H 5.8991 0.9721 4.0670 -0.005 -0.002 0.008
H 3.8929 2.6794 3.6093 0.002 0.001 -0.002
C 1.4088 -0.2762 -2.8325 0.003 0.002 0.004
C 0.1200 0.1646 -2.1583 0.003 -0.005 -0.001
N 0.1347 1.6153 -1.9148 -0.007 -0.008 -0.010
C -0.3927 2.4200 -3.0430 0.002 0.001 0.006
C -1.8745 2.7061 -2.8734 0.000 0.001 0.001
C 0.7225 2.1727 -0.8720 -0.038 0.006 0.001
C 0.9949 3.6521 -0.8864 -0.002 -0.007 -0.003
N 1.1110 1.4959 0.2058 0.081 0.007 0.021
H 1.3579 -1.3380 -3.0680 0.003 -0.004 -0.001
H 2.2661 -0.1074 -2.1784 0.000 0.000 0.000
H 1.5750 0.2672 -3.7625 0.000 -0.002 -0.001
H -0.0303 -0.3798 -1.2275 -0.002 -0.001 -0.002
H -0.7466 -0.0423 -2.7857 0.000 0.002 0.000
H -0.2103 1.8426 -3.9483 -0.003 0.000 0.000
H 0.1789 3.3372 -3.1426 0.005 0.001 0.000
H -2.4504 1.7828 -2.7898 0.002 -0.003 -0.002
H -2.2498 3.2507 -3.7386 -0.002 0.001 0.001
H -2.0620 3.3188 -1.9893 0.000 0.002 -0.001
H 1.6831 3.9089 -1.6916 -0.001 0.000 -0.002
H 1.4278 3.9735 0.0573 0.000 -0.001 0.000
H 0.0741 4.2142 -1.0421 0.000 0.001 -0.001
H 1.5565 2.1049 0.8776 -0.001 -0.003 -0.007
```
Forces are in eV/Å.